The molecule C7H7N, computed with ωB97M-V/def2-TZVPD.

Last column: natural (NBO) charge in e.
Positions of all 15 atoms, in Å:
C -2.067 -0.286 0.133  -0.3626
C -0.953 -0.408 -0.610  -0.2182
C 0.563 -0.736 -0.070  -0.0839
C 1.089 -2.080 -0.240  -0.3357
C 1.325 0.396 0.354  -0.1159
C 0.939 1.768 0.199  -0.3333
C -0.320 2.270 0.146  0.2416
H -2.889 0.159 -0.375  0.2181
H -2.078 -0.586 1.183  0.2116
H -0.821 -0.603 -1.657  0.2145
H 0.537 -2.959 -0.668  0.2160
H 2.028 -2.372 0.259  0.1985
H 2.347 0.227 0.654  0.2157
H 1.650 2.454 0.576  0.2395
N -1.349 2.756 0.116  -0.3057

Cartesian forces, eV/Å:
C 2.1 -0.4 -0.9
C 2.8 -2.1 1.8
C -2.1 -4.5 -1.3
C -1.4 3.2 1.3
C -0.7 3.4 -0.9
C 3.2 -5.1 1.8
C -1.3 0.4 -0.7
H -1.0 -0.3 0.0
H 0.0 0.8 -0.2
H -1.0 1.2 -0.8
H 0.2 1.4 0.4
H -0.2 0.5 -0.6
H 0.2 0.0 0.0
H 0.8 0.7 0.0
N -1.5 0.9 0.0

For the molecular weight, the calculation gives 105.14 g/mol. The value obtained for the LUMO energy is -0.0313 hartree. The energy above the lowest of the compared OMol25 structures with the same formula, charge and spin is 72.9 kcal/mol. The calculation puts the HOMO energy at -8.80 eV. As for the HOMO-LUMO gap: 7.9455 eV. As for the SMILES: C=CC(=C)/C=C\C#N. The total energy comes out at -8858.46439 eV.